C18H64O23 | ωB97M-V/def2-TZVPD

CARTESIAN COORDINATES (ANGSTROEM)
O 0.0915 -3.4699 -1.6792
H -0.8085 -3.3449 -1.4342
H 0.4645 -4.0509 -1.0322
O -2.0415 4.3481 -0.8972
H -1.4895 5.1451 -0.9072
H -2.6135 4.5791 -1.6232
O 2.0435 -1.2549 -2.4462
H 2.1395 -2.0719 -2.0012
H 1.1405 -1.2989 -2.7812
O -2.9805 -3.0379 -1.2372
H -3.0295 -3.3139 -0.2892
H -3.2235 -2.1439 -1.3172
O -1.9075 3.9681 1.7878
H -1.8865 4.1481 0.8268
H -1.0335 3.7111 2.0208
C -0.1765 -2.7839 4.1868
C -0.1725 -1.8979 2.9138
O 0.4405 -2.6019 1.8558
O -1.0265 -2.1409 5.1288
H 0.7955 -2.7339 4.6398
H -0.6455 -3.7489 3.8978
H 0.2965 -0.9319 3.0518
H -1.2155 -1.6639 2.6868
H 0.4915 -1.9899 1.0938
H -1.9215 -2.2609 4.8878
C 0.7645 -0.5439 -5.7012
C -0.0675 -0.0839 -4.4992
O -0.4905 -1.0949 -3.5842
O 1.0435 0.5021 -6.5982
H 0.1355 -1.3169 -6.1802
H 1.6415 -0.9889 -5.3972
H -0.9105 0.5021 -4.9312
H 0.4995 0.6581 -3.9062
H -1.4345 -1.3649 -3.7622
H 1.4265 0.0771 -7.4072
C 0.7345 2.0791 3.3138
C -0.4135 2.0811 4.2928
O -0.3505 0.7741 4.8388
O 0.7725 3.2881 2.6088
H 0.5425 1.2301 2.6518
H 1.6265 1.8561 3.9298
H -1.4155 2.2511 3.8378
H -0.2255 2.9371 5.0068
H -1.1355 0.5771 5.4208
H 1.5445 3.2871 2.0718
C 0.9765 3.7521 -2.8312
C 1.9295 3.6451 -1.6612
O 1.8395 2.3341 -1.2732
O 0.9575 5.0841 -3.3202
H -0.1005 3.6161 -2.5492
H 1.1825 3.1071 -3.7212
H 1.6225 4.1951 -0.8082
H 2.8885 3.9481 -1.9372
H 2.1375 1.6421 -1.8662
H 1.3825 5.0491 -4.2022
C 3.4005 -1.4179 3.1018
C 4.4425 -0.6069 2.2398
O 3.9465 -0.4349 0.9508
O 3.8095 -1.7899 4.4298
H 3.3455 -2.3429 2.6078
H 2.4355 -0.8979 3.1808
H 5.3335 -1.1909 2.1618
H 4.7025 0.2801 2.6498
H 3.5045 0.4401 1.0078
H 4.5665 -2.4079 4.2298
C -0.7155 1.1131 -0.6072
C -0.3595 -0.2989 -0.1362
O 1.0585 -0.4969 0.1368
O -2.0465 1.4291 -0.2922
H -0.5835 1.4141 -1.6752
H -0.2165 1.8801 -0.0392
H -0.6105 -0.9649 -1.0122
H -0.9005 -0.4919 0.7698
H 1.5465 -0.6239 -0.6882
H -2.1715 2.3621 -0.4762
C -4.3785 0.3611 -2.4822
C -3.6815 1.3141 -3.4812
O -4.5505 2.3251 -4.0482
O -3.3845 -0.3949 -1.8702
H -5.2065 -0.1759 -3.0022
H -4.8265 0.9891 -1.7162
H -3.3385 0.7761 -4.4122
H -2.8445 1.8251 -3.0632
H -4.0305 2.6991 -4.7882
H -2.8835 0.2021 -1.3122
C 3.3665 -4.0409 0.0648
C 4.8635 -3.9309 0.1078
O 5.2635 -5.3279 0.1998
O 2.8835 -2.8259 -0.2792
H 2.9025 -4.3649 1.0188
H 3.0145 -4.6549 -0.7672
H 5.1615 -3.2839 0.8788
H 5.2915 -3.4869 -0.7862
H 4.8755 -5.8239 -0.5182
H 3.1625 -2.2239 0.3948
C -3.2945 0.7831 2.5578
C -4.1595 -0.3199 1.9518
O -3.8385 -1.6489 2.5208
O -3.8805 2.0011 2.4518
H -2.3045 0.8841 2.1528
H -3.2025 0.6371 3.6658
H -4.0775 -0.3989 0.8808
H -5.1925 -0.1309 2.2908
H -3.7975 -1.6559 3.4838
H -3.2375 2.7001 2.1958

Output
energy: -2454.49332 Ha
orbital gap: 9.28 eV
charge: 0
LUMO energy: -0.0079 Eh
relative energy (zero: lowest compared OMol25 entry of this formula, charge and spin): 3.096 eV